(1)
{"formula": "C3H10NOS", "method": "ωB97M-V with the def2-TZVPD basis set", "energy_ha": -648.46338, "lumo_ev": 3.467, "gap_ev": 6.25, "e_above_lowest_kcal_mol": 42.78, "spin_multiplicity": 1, "homo_energy_ev": -2.8, "total_charge": -1, "symbols": ["C", "S", "C", "H", "H", "H", "H", "H", "H", "N", "C", "O", "H", "H", "H", "H"], "xyz": [[-0.3975, 0.3799, -2.1116], [0.9353, 1.5944, -1.8373], [1.6329, 1.0630, -0.2536], [-1.1658, 0.6385, -1.3886], [-0.1268, -0.6467, -1.8816], [-0.6405, 0.5879, -3.1453], [2.4200, 1.7818, -0.0158], [0.8070, 1.0581, 0.4547], [2.0591, 0.0666, -0.3428], [-0.2578, -0.9891, 2.2970], [-1.2458, -0.7340, 1.1682], [-1.2654, 0.4919, 0.7281], [-0.1958, -2.0095, 2.3381], [0.6417, -0.6523, 1.9705], [-1.0014, -1.5384, 0.4036], [-2.1991, -1.0923, 1.6165]], "forces_ev_per_a": [[0.292, 0.915, 0.710], [0.423, -0.318, -0.186], [-0.227, 0.185, -0.363], [-0.378, -0.064, -0.065], [0.365, -0.082, -0.387], [-0.392, -0.460, -0.236], [-0.097, -0.071, 0.133], [-0.032, 0.023, 0.277], [0.094, -0.100, -0.013], [-0.216, -0.168, 0.094], [-0.076, -0.635, 0.354], [0.163, 0.590, -0.187], [0.283, 0.145, 0.181], [0.123, -0.045, -0.057], [0.004, 0.157, -0.341], [-0.329, -0.071, 0.087]], "nbo_charge": [-0.75, 0.11, -0.76, 0.29, 0.21, 0.19, 0.20, 0.28, 0.19, -0.90, 0.16, -0.92, 0.31, 0.33, 0.01, 0.06]}


(2)
{"formula": "C3H10NOS", "method": "ωB97M-V with the def2-TZVPD basis set", "energy_ha": -648.50703, "lumo_ev": 4.197, "gap_ev": 7.10, "e_above_lowest_kcal_mol": 15.39, "spin_multiplicity": 1, "homo_energy_ev": -2.9, "total_charge": -1, "symbols": ["N", "C", "O", "H", "H", "H", "H", "H", "C", "C", "S", "H", "H", "H", "H", "H"], "xyz": [[2.5307, -0.2661, 0.2854], [1.8795, -1.5171, -0.0369], [0.5587, -1.7047, 0.5602], [2.0011, 0.5692, 0.1041], [2.7602, -0.3169, 1.2949], [1.7151, -1.5293, -1.1218], [2.4322, -2.3353, 0.4527], [0.0050, -0.9604, 0.1618], [-2.3149, 0.7563, 1.0556], [-1.5902, 1.5739, -0.0293], [-0.4978, 0.5701, -1.0686], [-1.7726, 0.2624, 1.8798], [-2.8683, -0.0313, 0.5322], [-2.9857, 1.4841, 1.5688], [-0.9820, 2.3249, 0.4822], [-2.3708, 2.0325, -0.6736]], "forces_ev_per_a": [[1.290, -0.950, 1.537], [-1.966, 0.536, 0.791], [0.785, 0.385, -0.138], [-0.649, -0.086, -0.276], [-0.263, 0.430, -0.886], [0.533, -0.508, 0.134], [0.241, 0.195, -0.970], [0.298, -0.461, 0.096], [-0.802, 0.585, 0.105], [0.247, -0.594, 0.435], [-0.077, 0.263, -0.520], [0.546, 0.314, -0.701], [-0.247, 0.137, 0.296], [-0.164, -0.625, -0.210], [-0.235, 0.349, -0.230], [0.466, 0.031, 0.537]], "nbo_charge": [-0.88, 0.07, -0.84, 0.39, 0.33, 0.16, 0.15, 0.47, -0.62, -0.51, -0.66, 0.20, 0.20, 0.17, 0.17, 0.18]}


(3)
{"formula": "C3H10NOS", "method": "ωB97M-V with the def2-TZVPD basis set", "energy_ha": -647.71266, "lumo_ev": [-8.459, -13.754], "gap_ev": [10.61, 5.27], "e_above_lowest_kcal_mol": 17.66, "spin_multiplicity": 2, "homo_energy_ev": [-19.1, -19.0], "total_charge": 2, "symbols": ["C", "O", "C", "C", "S", "N", "H", "H", "H", "H", "H", "H", "H", "H", "H", "H"], "xyz": [[-0.1150, -0.9005, -1.1385], [0.0576, -2.2529, -0.7140], [0.2631, -0.1178, 0.1330], [0.6896, 1.3323, -0.2791], [0.9881, 2.3492, 1.2668], [-0.7861, -0.3724, 1.1851], [0.7075, -0.5857, -1.8063], [-1.0833, -0.7751, -1.6232], [-0.5079, -2.7571, -1.2981], [1.2057, -0.5782, 0.4308], [1.6955, 1.2082, -0.6901], [0.1337, 1.8310, -1.0682], [-0.2181, 2.9266, 1.2971], [-0.9293, -1.3864, 1.2577], [-0.4662, -0.0571, 2.1021], [-1.6349, 0.1360, 0.9449]], "forces_ev_per_a": [[1.706, -0.538, 0.356], [-0.453, 1.052, -0.181], [0.147, -0.098, -1.177], [0.392, 0.068, 1.154], [0.131, -0.432, -1.261], [0.975, 1.009, 0.079], [-0.505, -0.410, -0.414], [-0.077, 0.616, 0.302], [-0.066, -0.886, -0.135], [-0.359, -0.330, 0.559], [0.059, -0.040, 0.149], [-0.646, 0.301, 0.438], [-0.366, 0.390, 0.099], [-0.215, -0.212, -0.319], [-0.210, -0.144, 0.251], [-0.513, -0.345, 0.100]], "nbo_charge": [-0.09, -0.70, -0.09, -0.57, 0.75, -0.68, 0.21, 0.23, 0.51, 0.27, 0.31, 0.30, 0.17, 0.49, 0.44, 0.45]}


(4)
{"formula": "C3H10NS", "method": "ωB97M-V with the def2-TZVPD basis set", "energy_ha": -573.24046, "lumo_ev": 4.115, "gap_ev": 6.48, "e_above_lowest_kcal_mol": 26.15, "spin_multiplicity": 1, "homo_energy_ev": -2.4, "total_charge": -1, "symbols": ["C", "S", "H", "H", "H", "C", "N", "C", "H", "H", "H", "H", "H", "H", "H"], "xyz": [[2.5264, -0.3301, -0.3109], [1.9051, -1.2455, 1.1694], [2.1059, 0.6759, -0.3134], [3.6001, -0.4418, -0.3445], [2.1198, -0.7736, -1.2204], [-1.4449, -0.9288, -0.1245], [-1.0770, 0.1049, 0.8339], [-1.1842, 1.4067, 0.1935], [-2.4144, -0.7022, -0.5642], [-0.6432, -1.1004, -0.8412], [-1.6711, -1.8908, 0.3354], [-0.0899, -0.0901, 1.0725], [-2.1736, 1.5439, -0.2527], [-0.4071, 1.5670, -0.5685], [-1.1518, 2.2051, 0.9357]], "forces_ev_per_a": [[-1.096, -0.792, 0.260], [0.168, 0.074, -0.105], [0.694, 0.343, 0.112], [0.336, 0.643, -0.124], [0.063, -0.252, -0.184], [-0.311, -0.370, 0.521], [-0.464, -0.019, -0.241], [-0.029, 0.058, 0.357], [0.071, 0.460, -0.558], [-0.125, -0.037, -0.523], [0.520, -0.072, 0.464], [-0.201, -0.004, 0.249], [0.038, -0.269, -0.253], [-0.116, 0.188, -0.092], [0.452, 0.048, 0.116]], "nbo_charge": [-0.74, -0.73, 0.17, 0.19, 0.17, -0.42, -0.68, -0.41, 0.16, 0.18, 0.19, 0.41, 0.17, 0.16, 0.18]}


(5)
{"formula": "C3H10NS", "method": "ωB97M-V with the def2-TZVPD basis set", "energy_ha": -572.93060, "lumo_ev": -3.716, "gap_ev": 10.63, "e_above_lowest_kcal_mol": 43.03, "spin_multiplicity": 1, "homo_energy_ev": -14.3, "total_charge": 1, "symbols": ["C", "N", "H", "H", "H", "H", "C", "C", "S", "H", "H", "H", "H", "H", "H"], "xyz": [[1.4925, 0.1080, 1.3713], [2.0185, -0.8935, 0.5152], [1.2423, -0.1734, 2.3937], [2.0163, 1.0678, 1.3432], [2.5850, -1.5565, 1.0077], [1.3665, -1.3275, -0.1179], [-1.7292, 0.4516, -1.4689], [-1.1277, -0.2584, -0.2266], [-0.1249, 0.8732, 0.7237], [-2.8118, 0.5498, -1.3716], [-1.6690, -0.3362, -2.2242], [-1.3810, 1.4228, -1.7973], [-1.9214, -0.4560, 0.4898], [-0.5187, -1.1019, -0.5255], [0.5626, 1.6302, -0.1125]], "forces_ev_per_a": [[-1.378, 0.458, -0.302], [-0.021, 0.606, -0.270], [0.215, -0.098, 0.068], [0.460, -0.252, 0.334], [0.092, -0.418, 0.085], [0.173, -0.197, 0.129], [-1.127, -1.406, -0.159], [-0.044, 1.262, -0.505], [0.815, 0.176, 1.533], [0.077, 0.196, 0.442], [0.352, 0.649, -0.498], [0.628, -0.125, 0.045], [0.137, -0.669, -0.058], [-0.235, -0.290, 0.208], [-0.144, 0.110, -1.054]], "nbo_charge": [-0.23, -0.85, 0.22, 0.22, 0.41, 0.38, -0.64, -0.53, 0.61, 0.25, 0.25, 0.24, 0.27, 0.24, 0.16]}


(6)
{"formula": "C3H10NS", "method": "ωB97M-V with the def2-TZVPD basis set", "energy_ha": -572.92202, "lumo_ev": -6.220, "gap_ev": 5.91, "e_above_lowest_kcal_mol": 48.41, "spin_multiplicity": 1, "homo_energy_ev": -12.1, "total_charge": 1, "symbols": ["C", "N", "H", "H", "H", "H", "C", "C", "S", "H", "H", "H", "H", "H", "H"], "xyz": [[2.3530, 0.1143, 0.1981], [2.2800, 0.4116, -1.0418], [1.4857, 0.2672, 0.8363], [3.2879, -0.2680, 0.5916], [2.9477, 0.1013, -1.7464], [1.3439, 0.4250, -1.4574], [-1.0564, -0.7555, 0.8346], [-1.3904, 0.0600, -0.4116], [-2.9826, 0.8767, -0.3430], [-0.7257, -0.0878, 1.6487], [-1.9490, -1.1700, 1.3255], [-0.2965, -1.5379, 0.7473], [-1.5126, -0.6477, -1.2611], [-0.6300, 0.7758, -0.7769], [-3.1550, 1.4350, 0.8561]], "forces_ev_per_a": [[0.462, 0.299, -0.126], [-1.196, -1.805, -0.580], [0.030, -0.081, -0.102], [0.047, 0.191, 0.139], [0.651, 0.406, 0.443], [-0.033, 0.988, 0.232], [0.134, 0.830, 1.399], [0.159, -0.979, -0.383], [-1.086, 0.138, -1.065], [0.212, 0.052, -0.266], [0.127, -0.252, -0.750], [-0.157, -0.005, -0.366], [-0.169, 0.452, 0.421], [0.021, -0.115, 0.596], [0.797, -0.118, 0.407]], "nbo_charge": [0.19, -0.58, 0.25, 0.24, 0.45, 0.44, -0.65, -0.55, 0.00, 0.20, 0.26, 0.20, 0.24, 0.16, 0.14]}


(7)
{"formula": "C3H10NS", "method": "ωB97M-V with the def2-TZVPD basis set", "energy_ha": -572.92662, "lumo_ev": -3.211, "gap_ev": 11.19, "e_above_lowest_kcal_mol": 45.53, "spin_multiplicity": 1, "homo_energy_ev": -14.4, "total_charge": 1, "symbols": ["C", "N", "C", "C", "S", "H", "H", "H", "H", "H", "H", "H", "H", "H", "H"], "xyz": [[-1.7632, -0.6414, -0.2009], [-0.3864, -0.7087, 0.4388], [0.9220, 0.1167, -0.3370], [0.5073, 1.5826, 0.1151], [2.4353, -0.6180, 0.2419], [-1.8680, 0.4249, -0.4412], [-1.9307, -1.1277, -1.0820], [-2.5638, -1.0241, 0.5569], [0.0305, -1.6565, 0.5698], [-0.6098, -0.1930, 1.2830], [0.8035, -0.2148, -1.3149], [-0.5122, 1.7182, 0.4926], [1.1554, 1.7451, 1.0364], [0.8703, 2.1147, -0.7583], [2.9098, -1.5180, -0.6002]], "forces_ev_per_a": [[-0.599, 1.229, 3.043], [0.532, -0.872, -1.651], [-2.668, -0.724, 2.713], [3.201, -1.736, 0.642], [0.307, 1.532, 2.153], [-0.485, -0.295, 0.375], [0.361, -1.784, -2.283], [1.563, 0.948, -1.246], [-0.966, 0.772, 0.475], [1.031, -0.521, 0.685], [-0.676, 0.177, -1.959], [0.141, -0.032, -0.980], [-0.550, 0.378, -1.282], [-0.506, 1.172, 0.467], [-0.686, -0.246, -1.152]], "nbo_charge": [-0.43, -0.57, -0.13, -0.65, 0.06, 0.22, 0.23, 0.25, 0.45, 0.43, 0.22, 0.23, 0.25, 0.26, 0.18]}


(8)
{"formula": "C3H10NS2", "method": "ωB97M-V with the def2-TZVPD basis set", "energy_ha": -971.13499, "lumo_ev": -4.298, "gap_ev": 9.05, "e_above_lowest_kcal_mol": 37.37, "spin_multiplicity": 1, "homo_energy_ev": -13.3, "total_charge": 1, "symbols": ["C", "C", "C", "N", "S", "S", "H", "H", "H", "H", "H", "H", "H", "H", "H", "H"], "xyz": [[0.3063, 0.3418, 1.9564], [-0.9510, -0.3035, 1.4531], [-1.3685, 0.1241, 0.0431], [-0.7706, 0.9075, -0.7107], [1.1522, -0.3854, -3.5592], [1.5679, -0.8349, -1.5555], [0.6523, -0.1220, 2.9968], [0.0198, 1.4222, 2.1984], [1.1552, 0.1948, 1.2512], [-1.8733, -0.1202, 2.0776], [-0.9613, -1.4685, 1.6041], [-2.3411, -0.2798, -0.2118], [-1.1313, 1.0453, -1.6010], [2.8233, -0.2676, -1.2286], [0.2437, 1.2143, -0.4465], [1.4765, -1.4679, -4.2674]], "forces_ev_per_a": [[0.473, 0.425, 2.614], [-1.194, -1.777, -0.225], [-1.522, -2.608, 3.840], [3.800, 1.272, 1.461], [0.033, 0.877, 0.705], [1.226, -0.002, -0.217], [-0.807, 0.924, -2.327], [1.077, -1.195, -0.550], [-0.512, 0.453, 0.515], [0.850, 0.405, -0.461], [0.240, 1.885, -1.091], [-0.011, 0.126, -0.659], [-0.443, 0.800, -2.123], [-1.138, -0.544, -0.934], [-2.383, -0.520, -0.913], [0.312, -0.521, 0.364]], "nbo_charge": [-0.66, -0.51, 0.32, -0.60, -0.11, -0.21, 0.27, 0.24, 0.22, 0.28, 0.29, 0.23, 0.44, 0.17, 0.47, 0.16]}


(9)
{"formula": "C3H10NSi", "method": "ωB97M-V with the def2-TZVPD basis set", "energy_ha": -464.07852, "lumo_ev": [-3.246, -8.720], "gap_ev": [9.19, 6.22], "e_above_lowest_kcal_mol": 0.00, "spin_multiplicity": 3, "homo_energy_ev": [-12.4, -14.9], "total_charge": 1, "symbols": ["C", "C", "C", "N", "Si", "H", "H", "H", "H", "H", "H", "H", "H", "H", "H"], "xyz": [[1.0222, 1.6384, -1.5594], [0.3335, 1.2573, -0.4350], [-0.5679, 0.2137, -0.3526], [0.9949, -1.2432, 0.5614], [-1.6704, -0.6736, 1.0506], [1.7244, 2.5070, -1.6443], [1.0044, 1.0436, -2.4007], [0.4787, 1.7960, 0.5103], [-0.8614, -0.1208, -1.3509], [1.4082, -1.5593, -0.3127], [0.7073, -1.8225, 1.2694], [1.4802, -0.4062, 0.8819], [-2.8592, 0.2554, 1.1780], [-2.0987, -1.7942, 0.2339], [-1.0963, -1.0917, 2.3700]], "forces_ev_per_a": [[2.058, 2.735, -0.675], [-1.401, -0.126, 3.099], [-0.790, -0.267, -0.311], [2.096, 2.737, -2.064], [-0.938, 1.562, -0.933], [-0.932, -0.856, 0.527], [-0.268, -1.254, -1.775], [0.586, -0.060, -0.263], [0.017, -0.705, 0.286], [-0.372, -0.528, 0.322], [-0.819, -2.112, 1.738], [-0.003, -0.467, 0.206], [0.625, -0.418, 0.268], [0.028, -0.566, 0.065], [0.112, 0.324, -0.490]], "lowdin_spin": [0.57, 0.30, 0.44, 0.53, 0.05, 0.02, 0.03, 0.01, 0.01, 0.01, 0.02, 0.00, 0.02, 0.00, 0.00]}


(10)
{"formula": "C3H10O", "method": "ωB97M-V with the def2-TZVPD basis set", "energy_ha": -195.45133, "lumo_ev": 1.037, "gap_ev": 10.60, "e_above_lowest_kcal_mol": 48.69, "spin_multiplicity": 1, "homo_energy_ev": -9.6, "symbols": ["C", "O", "C", "H", "H", "H", "H", "H", "H", "C", "H", "H", "H", "H"], "xyz": [[-1.0624, -0.6675, -0.6614], [0.2533, -0.2913, -1.0166], [0.4056, 1.1121, -0.9409], [-1.1291, -1.7659, -0.7361], [-1.8095, -0.2227, -1.3400], [-1.3050, -0.3698, 0.3726], [-0.2788, 1.6330, -1.6315], [0.2257, 1.4859, 0.0812], [1.4435, 1.3530, -1.2259], [0.6513, -0.4533, 1.4197], [0.7394, -0.5038, 0.3244], [-0.0365, -1.2376, 1.7687], [0.2611, 0.5329, 1.7112], [1.6413, -0.6050, 1.8746]], "forces_ev_per_a": [[-0.925, -0.421, -0.407], [-1.201, 0.716, -2.759], [0.273, 0.825, -0.563], [0.075, 0.483, 0.039], [0.312, -0.085, 0.091], [0.014, -0.036, -0.550], [0.166, -0.247, 0.141], [0.025, -0.122, -0.519], [-0.445, -0.150, 0.119], [0.823, -0.362, 1.742], [0.738, -0.466, 2.119], [0.341, 0.234, 0.140], [0.142, -0.461, 0.279], [-0.337, 0.091, 0.127]], "nbo_charge": [-0.27, -0.53, -0.27, 0.20, 0.18, 0.19, 0.18, 0.18, 0.20, -0.93, 0.27, 0.20, 0.19, 0.21]}


(11)
{"formula": "C3H10O", "method": "ωB97M-V with the def2-TZVPD basis set", "energy_ha": -195.10335, "lumo_ev": [-4.629, -10.896], "gap_ev": [10.01, 3.74], "e_above_lowest_kcal_mol": 17.51, "spin_multiplicity": 2, "homo_energy_ev": [-14.6, -14.6], "total_charge": 1, "symbols": ["C", "O", "H", "H", "H", "H", "C", "C", "H", "H", "H", "H", "H", "H"], "xyz": [[1.0163, -2.4813, -0.1819], [0.4942, -3.3502, -1.1941], [-0.2314, -3.0190, -1.7879], [2.0649, -2.5323, -0.5337], [0.5018, -1.5221, -0.1828], [0.7744, -2.9670, 0.7798], [-0.3347, 1.6235, -0.2191], [-0.8381, 2.3546, 1.0357], [0.6461, 1.9627, -0.5556], [-0.1688, 0.5550, -0.0118], [-1.0582, 1.6711, -1.0294], [-1.0145, 3.4078, 0.8125], [-0.0544, 2.3790, 1.7879], [-1.7975, 1.9182, 1.2805]], "forces_ev_per_a": [[-1.485, -0.029, -1.557], [-0.093, 0.003, 0.415], [0.140, 0.220, 0.331], [0.330, 0.152, 0.966], [0.340, 0.164, -0.235], [0.766, -0.478, 0.081], [0.334, -0.285, 0.248], [0.453, 0.312, -1.256], [-0.172, 0.335, -0.134], [-0.226, 0.010, 0.166], [0.071, 0.133, -0.138], [-0.106, -0.031, -0.178], [-0.393, -0.460, 0.474], [0.039, -0.046, 0.817]], "nbo_charge": [-0.30, -0.14, 0.54, 0.32, 0.25, 0.32, -0.59, -0.61, 0.21, 0.14, 0.21, 0.22, 0.21, 0.21]}


(12)
{"formula": "C3H10O", "method": "ωB97M-V with the def2-TZVPD basis set", "energy_ha": -195.05796, "lumo_ev": [-3.494, -11.021], "gap_ev": [12.54, 3.81], "e_above_lowest_kcal_mol": 45.99, "spin_multiplicity": 2, "homo_energy_ev": [-16.0, -14.8], "total_charge": 1, "symbols": ["C", "C", "H", "H", "H", "H", "H", "H", "C", "O", "H", "H", "H", "H"], "xyz": [[-2.3189, -0.6903, -0.9808], [-1.6018, 0.6424, -0.5669], [-2.7508, -1.1976, 0.0361], [-3.1551, -0.5176, -1.6726], [-1.5737, -1.3066, -1.4217], [-0.8710, 0.9659, -1.4283], [-0.8663, 0.3319, 0.2954], [-2.2580, 1.2855, 0.0743], [1.5452, -0.2402, 1.2007], [2.3011, 0.3865, 0.2056], [3.1646, 0.7263, 0.5459], [2.1373, -1.0593, 1.7636], [1.0986, -1.0061, 0.4869], [0.9176, 0.4147, 1.7584]], "forces_ev_per_a": [[-0.418, 1.179, 3.044], [0.551, -1.921, 0.151], [0.782, 1.079, -2.473], [0.057, -0.161, 0.200], [0.306, -0.800, -0.527], [-1.530, 0.124, 1.791], [-0.200, 0.366, -0.814], [0.557, 0.155, -1.270], [0.933, -4.640, -3.577], [1.492, 0.538, 0.886], [-0.584, 0.393, -0.099], [-0.153, 1.833, 0.270], [-1.201, 1.128, 1.463], [-0.594, 0.728, 0.953]], "nbo_charge": [-0.61, -0.56, 0.25, 0.27, 0.22, 0.27, 0.24, 0.27, -0.33, -0.34, 0.51, 0.30, 0.24, 0.28]}